[1]
108
Properties=species:S:1:pos:R:3:forces:R:3 method="wB97M-V/def2-TZVPD" orbital_gap_ev="7.99 / 4.66" e_above_lowest_kcal_mol=20.9 s_squared=0.753 multiplicity=2 total_charge=+1
Bi 0.35240 -0.02328 1.26122 -0.6031 0.4799 0.7342
N 1.22280 0.33422 4.47872 -0.1459 -0.1102 0.2430
C 1.90960 -0.93578 4.25942 0.1889 0.0557 0.2494
C 3.35470 -0.69548 3.78672 -0.2085 -0.2813 -0.1539
C 3.63220 -1.03928 2.32382 0.3914 -0.0148 0.4052
N 3.00930 -0.13098 1.35912 -0.0314 -0.0743 -0.0339
H 1.62440 0.80782 5.28432 -0.1150 -0.0446 -0.0492
H 0.24270 0.17382 4.68522 0.0244 0.0615 0.0749
H 1.36060 -1.48818 3.49362 -0.0141 0.0028 0.1178
H 1.92000 -1.56428 5.16292 -0.0315 0.0358 -0.2151
H 4.02090 -1.31648 4.38572 0.1416 0.0865 0.0225
H 3.62590 0.34612 3.97092 0.1122 0.0151 0.1020
H 3.24670 -2.03898 2.11502 0.0741 0.0034 -0.0681
H 4.72270 -1.07678 2.19532 -0.1422 -0.0284 -0.1373
H 3.13610 -0.52168 0.43092 0.1287 0.1456 -0.1412
H 3.46700 0.77512 1.38722 -0.0148 -0.0212 -0.1586
C 3.02390 -2.25008 -1.59888 -0.6688 -0.1281 -0.2335
Si 1.35150 -1.86148 -2.44968 0.3266 0.1033 -0.0708
C 1.78120 -1.64558 -4.30428 -0.2254 0.1729 0.7289
C 0.10330 -3.30238 -2.40028 0.3694 0.5137 0.2600
Ge 0.39500 0.15312 -1.33168 -0.1579 0.0438 -2.9657
Si 1.59250 2.05382 -2.43558 0.4926 0.3890 0.0598
C 0.82140 3.79862 -2.23858 0.1068 -0.6534 0.0966
C 1.84050 1.88482 -4.32548 -0.2106 -0.2737 0.6718
C 3.33390 2.10312 -1.63638 -0.6439 -0.0543 -0.2688
Si -1.85690 0.17882 -2.44918 -0.1718 0.3269 0.0429
C -2.72360 1.81192 -1.93948 0.2374 -0.6368 -0.0716
C -1.67970 0.22502 -4.35288 0.2184 -0.0157 0.7675
C -2.93080 -1.35698 -2.06058 0.4272 0.4544 0.0612
H 3.57270 -3.00498 -2.15258 0.1346 -0.1752 -0.1665
H 2.85620 -2.62708 -0.59748 0.0139 -0.0537 0.2517
H 3.65150 -1.36338 -1.55008 0.0754 0.1926 -0.0667
H 1.87980 -2.62168 -4.76988 -0.0175 -0.2868 0.0343
H 2.72040 -1.12608 -4.44858 0.2199 0.1503 0.0295
H 1.01570 -1.10408 -4.84478 -0.1877 0.1482 -0.1493
H 0.60430 -4.25638 -2.53788 0.1612 -0.1572 -0.0760
H -0.64240 -3.19838 -3.18358 -0.0547 0.1150 -0.1532
H -0.40870 -3.33478 -1.44548 -0.1346 -0.0122 0.1381
H -0.26260 3.77172 -2.22578 -0.2712 0.0011 0.0100
H 1.11950 4.43382 -3.06798 0.1187 -0.0167 -0.1997
H 1.15860 4.28972 -1.33338 0.0963 0.0599 0.1556
H 0.90270 1.71992 -4.84258 -0.1923 -0.0440 -0.1145
H 2.50800 1.07602 -4.59268 0.1325 -0.2099 -0.0162
H 2.26610 2.80342 -4.72068 0.0816 0.2297 0.1307
H 3.26230 2.31742 -0.57388 -0.0459 0.0669 0.2672
H 3.95740 2.86882 -2.08538 0.0878 0.2189 -0.1301
H 3.84560 1.15442 -1.76128 0.1047 -0.2599 -0.0286
H -2.35110 2.64602 -2.52648 0.1262 0.1051 -0.1708
H -2.55800 2.03472 -0.89148 0.0456 0.0363 0.1370
H -3.79690 1.75122 -2.09748 -0.2144 -0.0574 -0.1099
H -1.11600 1.08562 -4.69028 0.1201 0.2175 -0.0507
H -2.66290 0.28492 -4.80718 -0.3161 0.0024 0.0162
H -1.19700 -0.66418 -4.73978 0.1142 -0.2433 -0.0717
H -2.65930 -1.79538 -1.10828 0.0530 -0.1120 0.1621
H -2.80940 -2.11728 -2.82488 0.0930 -0.0859 -0.2127
H -3.98540 -1.10038 -2.01608 -0.1845 0.1636 -0.0433
O -2.80700 7.35572 0.01262 -0.3229 -0.2636 0.0260
C -1.42550 7.52732 0.12652 0.5774 0.6328 -0.2255
N -0.88970 6.27562 0.61452 -0.5300 0.0585 -0.1175
C 0.43990 6.08672 0.69662 -0.3793 -0.3635 0.0484
O 1.25100 6.88502 0.27912 0.2758 0.2807 0.0103
C 0.88320 4.82352 1.37572 0.3082 -0.1626 0.0770
C 1.88830 4.94132 2.33212 -0.1058 -0.2386 -0.0915
C 2.35080 3.79582 2.95582 -0.0699 0.0221 -0.1264
C 1.84370 2.57452 2.54902 0.3335 0.2586 0.1167
N 0.93600 2.45352 1.58602 -0.0884 -0.3406 0.1051
C 0.43510 3.55042 1.03612 -0.1594 0.5095 -0.0862
H -3.21530 8.18672 -0.25248 0.0877 -0.0724 0.0402
H -1.18010 8.33332 0.84152 -0.0195 -0.1782 -0.2209
H -0.95460 7.76272 -0.84168 -0.0769 -0.0626 0.2766
H -1.56450 5.64672 1.02072 0.1559 -0.0722 0.1052
H 2.28800 5.91512 2.57192 0.0005 0.0965 -0.0007
H 3.09800 3.83912 3.73202 0.0735 0.0180 0.0737
H 2.13100 1.65132 3.02592 0.0923 0.1288 -0.0032
H -0.32820 3.39742 0.28872 -0.1207 0.0239 -0.1347
C 2.77710 -6.12498 -0.09768 -0.3050 0.1345 0.0579
C 1.33000 -5.98038 0.33492 0.3635 -0.9717 -0.1682
O 0.92420 -4.62618 0.27972 0.2344 0.7594 0.7663
P 0.91140 -3.67888 1.56852 -2.3684 0.6955 -1.8479
O 1.02910 -2.30368 0.95612 0.4828 -1.0652 0.9957
Te 2.37830 -4.43488 3.28672 0.2601 -0.1081 0.4014
O -0.52060 -3.91448 2.26332 1.9639 0.0046 0.4728
C -1.71330 -4.11108 1.50962 -1.0291 -0.2411 -0.5637
C -2.25090 -5.51928 1.70682 0.3324 0.3109 0.0189
H 3.06110 -7.17078 -0.05288 0.1061 -0.1640 -0.0309
H 3.43390 -5.55538 0.55742 0.0737 -0.0055 0.0154
H 2.90110 -5.76208 -1.11398 0.0370 0.0204 -0.1130
H 1.18910 -6.37728 1.34712 -0.0972 -0.0840 -0.1300
H 0.67580 -6.52048 -0.35408 -0.0192 0.0059 0.1835
H -1.51930 -3.90798 0.45222 -0.1069 0.0538 0.1238
H -2.43020 -3.37458 1.87752 0.2207 -0.0386 -0.0707
H -1.59000 -6.25928 1.26292 0.0810 -0.1012 -0.0500
H -3.22280 -5.60048 1.22782 -0.1132 -0.0260 -0.0254
H -2.35480 -5.73768 2.76732 -0.0754 -0.0209 0.0582
Cl -8.35550 -0.20658 1.31882 -0.1977 0.0205 -0.0037
C -6.63960 -0.14988 1.20762 0.3460 -0.0093 -0.0387
C -5.92280 -1.33898 1.14452 -0.1660 0.0573 -0.0018
C -4.54670 -1.29388 1.06932 0.1680 0.2118 0.0143
C -3.87880 -0.07018 1.05932 -0.4315 0.0387 0.0221
C -4.61150 1.11262 1.11582 0.1728 -0.1755 -0.0063
C -5.98870 1.07792 1.18602 -0.2678 -0.1042 0.0103
C -2.40760 -0.02368 1.01642 0.2638 0.0744 0.0609
O -1.78930 1.07532 1.06212 0.0173 0.3982 0.2429
O -1.74470 -1.09718 0.95382 0.0187 -0.5890 0.1153
H -6.44660 -2.28258 1.15442 -0.0491 -0.0464 0.0105
H -3.97480 -2.20678 1.02202 0.0260 -0.0605 -0.0431
H -4.08460 2.05292 1.11042 0.0352 0.1235 -0.0066
H -6.56970 1.98602 1.22742 -0.0232 0.0798 0.0153

[2]
116
Properties=species:S:1:pos:R:3:forces:R:3 method="wB97M-V/def2-TZVPD" orbital_gap_ev=3.46 s_squared=2.008 multiplicity=3 total_charge=+2
C -5.83013 -4.60671 -0.42686 0.3413 0.3753 -0.2579
C -4.78310 -3.89898 0.40934 -0.1507 -1.1066 0.5752
O -3.50605 -3.86002 -0.21545 -0.1386 0.6577 0.3403
B -3.14667 -2.68453 -0.80236 0.0228 0.3758 -0.3755
O -4.10920 -1.85137 -1.38912 0.2531 -0.0601 0.7741
C -1.63219 -2.21315 -0.80941 0.3763 -0.9740 -0.7897
C -1.43334 -1.03443 0.13855 -0.6710 -0.4307 0.1653
C -1.84185 -1.32974 1.53900 0.0666 0.7299 0.3112
O -2.03615 -2.52257 1.93840 -3.3022 0.1705 0.8882
N -2.00549 -0.33192 2.45736 2.1341 -0.0635 -0.4840
C -1.34332 -0.71331 3.75820 -0.7686 0.0512 0.7687
C -1.41754 0.95409 2.00205 -0.1553 0.3997 -0.1788
C -0.75202 -3.45125 -0.49975 0.0995 0.2227 -1.1423
C 0.73736 -3.35831 -0.90889 1.0246 -0.9994 1.6717
C 1.53862 -3.12362 0.39302 -0.0256 -0.1037 -0.3633
C 1.20405 -4.73747 -1.41684 -0.5898 0.7270 -0.6478
N 1.04252 -2.26363 -1.84979 -1.3459 0.1727 0.7516
O 1.46072 -1.18454 -1.29673 0.1744 0.0820 -0.0600
C 0.01336 -2.03099 -2.87094 -0.2485 1.0596 -1.8786
C 0.45392 -0.79009 -3.67980 0.3039 -0.2582 0.1153
C -0.12904 -3.17298 -3.89458 0.7223 -0.6640 0.7129
C -1.36633 -1.68725 -2.27143 0.1889 -0.1042 0.8867
H -5.95706 -4.08702 -1.37276 -0.2029 0.0894 -0.0247
H -5.44397 -5.59792 -0.64867 -0.0962 -0.1518 0.0583
H -6.77060 -4.67981 0.10904 -0.1160 -0.0331 -0.0043
H -5.14019 -2.90545 0.75866 0.0830 0.2305 -0.3093
H -4.65454 -4.51043 1.31226 0.1461 0.0571 0.0813
H -4.52523 -1.27905 -0.73875 -0.4046 0.2057 -0.3233
H -0.41614 -0.62745 0.13940 0.1300 -0.0893 -0.0805
H -2.08598 -0.22318 -0.19638 0.1148 0.2029 -0.0226
H -0.80016 0.13748 4.14973 -0.0652 0.2209 -0.1257
H -2.09378 -0.97024 4.50136 0.0227 -0.1843 0.0581
H -0.63517 -1.52737 3.64469 -0.0967 -0.1542 -0.1800
H -0.37254 0.77841 1.75417 0.1032 0.1276 -0.0212
H -1.44858 1.72338 2.76423 -0.2831 -0.2213 0.3310
H -1.91801 1.36179 1.13252 -0.1654 -0.1243 -0.0802
H -0.77392 -3.75703 0.53796 -0.1745 0.0583 0.0947
H -1.19267 -4.28154 -1.05310 -0.0548 -0.0540 -0.0427
H 2.57451 -2.87545 0.18770 0.0598 0.1889 0.0192
H 1.54132 -4.06735 0.93251 -0.1162 0.0104 0.2073
H 1.07611 -2.36139 1.01807 0.1762 0.1934 0.0581
H 0.48847 -5.08616 -2.15759 0.1439 -0.2908 -0.1253
H 1.21735 -5.44664 -0.59314 0.1499 -0.0780 -0.1085
H 2.17735 -4.63598 -1.88900 0.1921 -0.2614 0.1514
H 1.50275 -0.88209 -3.95575 0.0642 -0.0324 -0.0860
H -0.12924 -0.73719 -4.59423 -0.1533 0.1650 0.0108
H 0.34429 0.12315 -3.10557 0.0082 0.1090 0.0076
H -0.90995 -3.88417 -3.63134 -0.1064 -0.0140 -0.0192
H 0.79990 -3.73923 -3.93798 0.0774 -0.0053 -0.1425
H -0.30358 -2.78742 -4.89121 -0.2585 0.0811 -0.0335
H -1.47777 -0.60492 -2.23643 -0.0401 0.0871 -0.1126
H -2.12784 -2.03771 -2.96347 -0.0590 -0.0811 -0.0393
O 3.96968 -6.94885 0.32073 -0.1778 -0.0549 -0.3185
C 3.13027 -7.28212 1.10228 0.2936 0.3134 0.2732
O 1.89156 -7.70752 0.72753 0.0486 0.0519 0.1132
C 1.08222 -7.92196 1.90174 -0.0574 -0.0840 0.1903
C 2.06556 -8.13218 3.04297 0.2176 -0.0250 -0.0004
C 3.23643 -7.25163 2.61465 -0.4470 -0.4512 0.0749
H 0.44932 -7.04031 2.04903 -0.0011 0.0029 -0.0421
H 0.44551 -8.78951 1.73968 -0.0071 0.0372 -0.1909
H 1.65144 -7.87920 4.01769 -0.0599 0.0319 -0.0330
H 2.38546 -9.18156 3.07648 -0.1728 0.4648 0.0105
H 3.12213 -6.21854 2.95156 0.1416 0.0339 -0.0527
H 4.19192 -7.65112 2.94090 0.1252 0.2171 -0.0713
N 1.19823 3.25992 -2.07582 0.5535 0.4446 0.5318
S 0.79455 3.24651 -0.56816 -1.8203 -1.2467 0.1771
O -0.18129 4.18862 -0.15723 0.4743 0.5417 0.2308
O 1.89560 2.98656 0.38611 0.0326 0.5148 -0.7297
F 0.00410 1.90608 -0.52629 0.5450 -0.2704 -0.2685
S 1.98394 4.54938 -2.52903 -0.0787 1.1241 -1.1066
O 2.05503 4.69391 -3.92441 0.2152 -0.6282 -0.1530
O 3.19255 4.84675 -1.75880 -0.6901 -0.6710 0.7001
F 1.01094 5.72663 -2.09899 0.1292 -0.0376 0.3331
Be -3.64961 -2.56861 2.67334 1.8995 -2.0224 1.2577
Br -4.40540 -3.56266 4.48048 0.9056 1.6129 -2.1163
Cl -6.30921 -5.47631 5.13181 -0.2048 -0.1924 -0.0087
C -0.29173 12.51025 -0.40528 -0.0644 -0.4497 0.3453
C 0.64879 12.03024 -1.53555 -1.5552 2.7854 1.5397
C -0.15581 11.30674 -2.62713 0.3349 -1.3314 -0.2774
C -0.65225 9.91861 -2.21636 0.0695 0.1281 0.2532
C 0.48951 9.03756 -1.70617 -0.2488 0.7915 -1.1517
C 1.32139 9.68429 -0.58927 -0.3824 -1.4021 3.2826
N 1.71832 11.09454 -0.99459 -0.7855 -2.3471 -5.2169
O 2.66120 11.06168 -1.73746 0.8905 0.8848 1.5423
C 0.52354 9.69511 0.72899 -0.3527 0.5035 -0.0146
C 2.54652 8.82583 -0.28587 0.7125 0.3941 -0.6357
C 1.26179 13.30784 -2.10229 0.8820 -0.3369 -0.3279
H -0.70391 13.48471 -0.64990 0.0973 0.0159 -0.1461
H -1.14296 11.85202 -0.24809 0.0620 -0.0736 0.0413
H 0.23815 12.61930 0.54106 0.0012 0.0248 0.0016
H 0.46286 11.20413 -3.52479 0.1414 0.0936 0.0861
H -1.00023 11.93666 -2.90301 0.0892 0.2443 0.2193
H -1.43535 10.00057 -1.46018 -0.0040 0.0037 -0.0013
H -1.11311 9.43767 -3.07956 -0.0059 -0.0015 -0.0026
H 0.09605 8.09186 -1.33695 0.1459 0.0319 0.2876
H 1.14522 8.79341 -2.54875 0.1425 0.0600 0.0933
H 1.04088 10.26768 1.49920 0.0174 -0.0164 0.0068
H 0.41494 8.67754 1.09499 0.1200 -0.0646 -0.1102
H -0.48350 10.09009 0.62837 0.0301 0.0674 -0.0273
H 3.15233 8.63212 -1.17063 0.0241 0.0772 -0.0039
H 2.23134 7.85998 0.09911 -0.2337 0.0614 0.0118
H 3.18039 9.29494 0.46779 -0.0144 -0.0029 0.0185
H 1.85291 13.82925 -1.34838 -0.0345 0.0200 0.0181
H 0.46475 13.97088 -2.42502 -0.1331 -0.0925 0.0768
H 1.89430 13.12502 -2.97001 0.0543 -0.0445 0.0479
C 2.80408 -13.63370 3.44795 0.0116 -0.0922 0.0933
S 2.28455 -12.11066 2.65821 0.0821 -0.0703 -0.0956
O 2.56994 -11.00130 3.61678 -0.0612 -0.4326 0.0653
C 0.52164 -12.43928 2.74442 -0.1001 -0.0298 0.0851
H 3.88809 -13.61508 3.53323 0.0072 0.0503 -0.0331
H 2.35764 -13.70239 4.43958 -0.0140 0.0525 -0.0001
H 2.50054 -14.48051 2.83309 0.0097 0.0155 -0.0320
H 0.22674 -12.58805 3.78303 0.0443 0.0158 0.0167
H 0.29055 -13.32430 2.15242 0.0171 0.0088 -0.0272
H -0.00302 -11.57954 2.33283 0.0437 0.0192 -0.0267
Al 3.31874 4.40282 0.46499 0.7045 0.2192 0.2172